{
  "formula": "C37H59F9N9O",
  "method": "wB97M-V/def2-TZVPD",
  "e_tot_ev": -79216.7794,
  "total_charge": 1,
  "multiplicity": 1,
  "orbital_gap_ev": 6.41,
  "species": ["N", "C", "N", "C", "C", "C", "C", "C", "C", "O", "N", "C", "C", "C", "F", "F", "C", "F", "F", "C", "F", "F", "C", "F", "F", "F", "H", "H", "H", "H", "H", "H", "H", "H", "H", "H", "H", "H", "H", "H", "H", "H", "H", "C", "C", "C", "C", "N", "H", "H", "H", "H", "H", "H", "H", "C", "C", "C", "C", "N", "H", "H", "H", "H", "H", "H", "H", "C", "C", "C", "C", "N", "H", "H", "H", "H", "H", "H", "H", "C", "C", "C", "C", "N", "H", "H", "H", "H", "H", "H", "H", "C", "C", "C", "C", "N", "H", "H", "H", "H", "H", "H", "H", "C", "C", "C", "C", "N", "H", "H", "H", "H", "H", "H", "H"],
  "coordinates": [[-1.9690, -3.7833, 0.4462], [-1.0340, -3.4633, -0.5421], [-0.4370, -4.6406, -1.2993], [1.0151, -4.7204, -0.7847], [1.6282, -3.2604, -0.3516], [0.8614, -2.1336, -1.3007], [1.6539, -0.7027, -1.4037], [2.5358, -0.4848, 0.1310], [2.1706, 1.0033, 0.9474], [1.6535, -0.4840, 1.4213], [-0.5828, -2.0268, -0.8275], [-1.4455, -1.4670, -1.9603], [-2.6798, -0.6520, -1.2574], [-4.1821, -1.1341, -1.7003], [-4.2638, -2.5439, -2.1823], [-4.6328, -0.1612, -2.7649], [-5.1375, -1.0685, -0.3431], [-4.7471, -2.2261, 0.5408], [-4.8660, 0.1565, 0.4747], [-6.7463, -1.0777, -0.6583], [-7.1204, -1.5359, -2.0158], [-7.2505, 0.3225, -0.4008], [-7.6201, -2.0378, 0.3953], [-7.3659, -1.6927, 1.8161], [-9.0700, -1.6995, 0.1482], [-7.4762, -3.4746, 0.0652], [-1.6154, -3.8086, 1.4307], [-2.9469, -4.0526, 0.1601], [-0.4384, -4.4147, -2.3391], [1.0446, -5.4934, 0.1131], [1.7372, -5.1604, -1.6120], [2.7973, -3.2297, -0.5385], [1.4518, -3.0964, 0.8010], [0.8330, -2.5995, -2.3972], [2.4619, -0.6462, -2.2489], [0.8763, 0.1942, -1.4416], [3.7174, -0.9026, 0.1850], [1.3053, 1.6559, 0.4636], [2.9995, 1.4344, 1.6675], [-1.7591, -2.3440, -2.6679], [-0.8453, -0.6954, -2.6424], [-2.5775, 0.4830, -1.6047], [-2.4946, -0.6340, -0.0886], [-7.9717, -4.4673, 4.4413], [-7.4635, -5.3679, 3.3199], [-6.8462, -6.6694, 3.8354], [-5.6578, -6.3551, 4.7295], [-4.6719, -6.0945, 5.4712], [-7.1593, -4.1451, 5.1005], [-8.4294, -3.5642, 4.0255], [-8.7247, -4.9832, 5.0480], [-6.7243, -4.8143, 2.7280], [-8.2974, -5.6074, 2.6509], [-6.5104, -7.2849, 2.9942], [-7.5833, -7.2458, 4.4049], [3.9861, 6.3291, 0.3209], [2.5676, 5.9936, 0.7706], [2.4065, 4.5309, 1.1892], [2.7297, 3.6220, 0.0145], [2.9978, 2.8680, -0.9600], [4.2757, 5.7552, -0.5651], [4.0609, 7.3893, 0.0592], [4.7096, 6.1224, 1.1178], [1.8726, 6.2257, -0.0457], [2.3003, 6.6391, 1.6144], [1.3778, 4.3446, 1.5155], [3.0755, 4.2935, 2.0235], [0.0426, 4.9965, -5.3291], [1.2304, 5.8731, -4.9447], [1.8887, 5.4412, -3.6330], [0.8808, 5.5317, -2.4986], [0.0448, 5.6067, -1.5576], [-0.7593, 5.0539, -4.5862], [-0.3774, 5.3238, -6.2855], [0.3452, 3.9480, -5.4303], [0.8924, 6.9137, -4.8666], [1.9743, 5.8357, -5.7481], [2.7413, 6.0908, -3.4089], [2.2562, 4.4120, -3.7074], [-4.3717, -1.0061, 7.2066], [-3.8635, -1.9067, 6.0852], [-3.2462, -3.2081, 6.6007], [-2.0578, -2.8939, 7.4948], [-1.0719, -2.6332, 8.2365], [-3.5593, -0.6839, 7.8658], [-4.8294, -0.1029, 6.7908], [-5.1247, -1.5219, 7.8134], [-3.1243, -1.3531, 5.4933], [-4.6974, -2.1461, 5.4162], [-2.9104, -3.8237, 5.7595], [-3.9833, -3.7845, 7.1702], [7.6586, 7.1118, -4.8327], [6.2996, 7.0946, -5.5252], [5.3860, 8.2347, -5.0713], [5.1278, 8.1220, -3.5775], [4.9136, 8.0285, -2.3384], [7.5628, 6.9743, -3.7509], [8.2870, 6.2982, -5.2085], [8.1803, 8.0582, -5.0156], [5.8151, 6.1298, -5.3314], [6.4515, 7.1668, -6.6078], [4.4313, 8.1865, -5.6057], [5.8464, 9.2053, -5.2853], [6.0755, -5.5229, -0.0399], [7.0965, -4.3921, 0.0365], [6.4498, -3.0181, 0.2218], [5.5370, -2.7172, -0.9559], [4.7798, -2.4676, -1.9328], [5.4126, -5.4113, -0.9038], [6.5833, -6.4870, -0.1432], [5.4594, -5.5570, 0.8659], [7.7015, -4.3983, -0.8785], [7.7769, -4.5836, 0.8736], [7.2225, -2.2446, 0.2844], [5.8651, -2.9896, 1.1476]],
  "atomic_forces_ev_per_a": [[1.022, 0.961, -1.093], [0.639, 0.135, -1.325], [-0.757, 3.232, 0.363], [2.094, -0.676, 0.806], [-0.164, -0.073, -0.289], [1.838, -0.916, -0.984], [0.403, 0.284, 2.903], [-1.329, 3.309, 1.350], [-0.078, -4.722, -0.953], [2.748, 2.364, -3.529], [0.696, -4.110, -0.344], [-1.363, 0.793, -0.514], [0.387, 0.724, -0.661], [0.654, 0.660, -0.095], [0.203, 4.174, 1.132], [0.854, -3.503, 3.274], [0.443, 0.655, 1.400], [-1.284, 3.354, -2.778], [-0.595, -4.068, -2.822], [-2.285, 1.000, 0.126], [1.600, 1.742, 4.442], [1.627, -4.709, -1.290], [-2.957, -0.189, 0.419], [-0.581, -1.675, -5.065], [5.063, -1.320, 0.935], [-0.182, 4.982, 1.621], [-1.055, 0.831, -1.126], [1.809, -0.451, 0.609], [0.373, 0.021, 1.621], [-0.178, 1.749, -1.860], [-1.981, 0.848, 1.402], [-2.589, -0.057, 0.237], [0.171, 0.089, -2.310], [0.205, 0.936, 2.068], [-1.804, -0.316, 1.588], [1.806, -1.886, -0.048], [-3.698, 1.076, -0.012], [2.102, -1.735, 1.426], [-2.074, -0.990, -1.622], [0.259, 1.768, 1.188], [-0.924, -1.909, 1.903], [-0.545, -2.512, 0.750], [-0.757, -0.371, -2.500], [-0.090, 0.120, 0.018], [-0.154, 0.396, 0.017], [0.870, 0.408, 0.503], [6.677, 1.443, 5.033], [-7.813, -1.963, -5.957], [-0.074, -0.109, -0.046], [0.017, -0.144, 0.074], [0.114, 0.104, -0.065], [-0.068, -0.176, 0.014], [0.178, -0.102, 0.046], [0.111, 0.011, 0.267], [0.233, 0.076, 0.047], [0.036, 0.128, 0.102], [0.180, 0.457, -0.290], [0.113, -0.446, -0.964], [1.869, -4.886, -6.537], [-2.048, 6.153, 7.483], [-0.023, 0.061, 0.106], [0.026, -0.260, 0.040], [-0.040, 0.010, -0.102], [0.061, -0.138, 0.334], [-0.064, -0.228, -0.027], [0.126, -0.183, -0.166], [0.001, -0.120, -0.206], [-0.099, -0.018, -0.126], [-0.319, 0.081, -0.247], [-0.805, 0.256, 0.657], [-5.374, 0.360, 6.459], [6.550, -0.639, -7.511], [0.142, -0.015, -0.031], [0.071, -0.094, 0.120], [-0.053, 0.117, 0.006], [0.155, -0.140, 0.038], [0.029, 0.017, 0.189], [-0.150, -0.094, 0.242], [-0.136, 0.095, 0.223], [-0.081, 0.138, 0.019], [-0.099, 0.364, 0.035], [0.899, 0.464, 0.523], [6.705, 1.469, 5.051], [-7.843, -2.016, -5.943], [-0.086, -0.122, -0.069], [0.013, -0.134, 0.079], [0.110, 0.089, -0.063], [-0.065, -0.161, 0.036], [0.132, -0.122, 0.034], [0.048, -0.032, 0.317], [0.252, 0.027, -0.023], [0.134, -0.051, 0.009], [0.321, -0.285, -0.003], [-0.139, -0.321, 1.031], [-1.629, -0.356, 8.298], [1.701, 0.690, -9.916], [-0.030, 0.080, -0.123], [-0.066, 0.156, 0.030], [-0.051, -0.143, 0.047], [-0.036, 0.183, -0.071], [-0.162, 0.064, 0.124], [0.040, 0.098, 0.258], [-0.104, -0.098, 0.205], [-0.018, -0.135, 0.028], [0.068, -0.446, -0.148], [-0.419, 0.083, -0.973], [-5.066, 1.940, -6.388], [5.873, -2.029, 7.717], [0.061, 0.045, 0.079], [-0.106, 0.145, 0.059], [0.068, -0.028, -0.102], [-0.057, 0.119, 0.197], [-0.085, 0.194, -0.102], [-0.270, 0.028, -0.127], [-0.075, 0.065, -0.211]],
  "lowdin_charge": [0.17, -0.13, 0.03, -0.17, -0.12, -0.29, -0.06, -0.17, -0.05, -0.23, -0.02, -0.13, -0.05, -0.17, 0.00, 0.01, -0.10, 0.00, 0.03, -0.08, 0.06, 0.03, -0.14, 0.05, 0.03, 0.05, 0.16, 0.14, 0.13, 0.14, 0.15, 0.10, 0.13, 0.16, 0.12, 0.11, 0.15, 0.10, 0.12, 0.14, 0.16, 0.16, 0.15, -0.11, -0.28, -0.19, -0.15, 0.12, 0.06, 0.07, 0.08, 0.10, 0.11, 0.11, 0.12, -0.13, -0.27, -0.18, -0.19, 0.13, 0.06, 0.05, 0.08, 0.07, 0.12, 0.12, 0.12, -0.11, -0.28, -0.19, -0.16, 0.12, 0.07, 0.08, 0.08, 0.12, 0.11, 0.09, 0.11, -0.11, -0.28, -0.22, -0.17, 0.10, 0.07, 0.07, 0.08, 0.11, 0.10, 0.09, 0.10, -0.11, -0.28, -0.19, -0.14, 0.13, 0.07, 0.08, 0.08, 0.11, 0.11, 0.11, 0.12, -0.11, -0.27, -0.18, -0.16, 0.12, 0.06, 0.08, 0.08, 0.12, 0.12, 0.12, 0.12]
}